Density functional theory data (ωB97M-V/def2-TZVPD) for a 2-piece molecular cluster, C9H16NO2 overall at a distorted geometry.

The geometry in XYZ format:
```
28
Properties=species:S:1:pos:R:3:forces:R:3
C 2.22230 -0.81598 3.57260 -0.6 0.3 -2.1
C -0.84534 0.40079 -1.25377 2.8 4.2 3.3
C -0.66423 0.10191 1.24678 1.5 3.1 -2.1
C 0.52141 -1.72199 -0.99696 -1.0 -0.7 0.9
C -1.60118 0.04913 0.00380 -1.7 -1.1 -0.6
C 0.63411 -0.17551 -1.24635 -3.0 -2.5 -1.6
C 0.63535 -0.55229 0.98680 1.4 -1.7 -0.2
C -2.83971 0.95336 0.27165 -0.9 1.7 -1.4
C 2.89646 0.10664 -0.30263 -1.3 1.6 1.2
N 1.38819 0.25586 -0.04265 0.1 -0.1 -1.5
O 3.16794 -0.24971 3.18463 -0.2 -0.4 1.2
O 0.74455 -1.83993 0.45716 -1.4 1.5 0.6
H 1.67779 -1.12650 4.48049 0.7 0.2 0.4
H -1.30917 0.05873 -2.06139 -1.9 -1.6 -3.5
H -0.94096 1.57302 -1.36435 1.0 -2.0 0.1
H -0.39700 1.21581 1.62267 -0.9 -2.2 -1.1
H -1.21782 -0.29202 1.97837 -1.6 -1.8 3.3
H -0.46544 -2.21258 -1.36520 1.5 1.1 0.9
H 1.31772 -2.36882 -1.29630 0.6 0.1 -1.3
H -2.02816 -1.00855 -0.29892 1.0 1.6 1.7
H 0.99163 -0.13224 -2.29003 0.9 1.0 0.8
H -2.64646 1.80653 0.96455 0.1 -0.8 -0.3
H -3.79171 0.50283 0.55176 0.5 -0.7 0.7
H -3.26181 1.47360 -0.65687 1.2 -0.6 0.7
H 3.06924 -0.85694 0.12609 0.9 -0.7 -0.3
H 2.88385 0.23984 -1.38538 1.1 -0.4 0.3
H 3.44392 0.92458 0.25571 -0.6 -1.1 -0.7
H 1.11321 1.19794 0.00081 0.0 1.9 0.8
```
Forces are in eV/Å.

ΔE to the lowest compared entry with this formula, charge and spin = 164.4 kcal/mol
LUMO (alpha / beta) = -0.1590 / -0.1026 Eh
net charge = +1
E_tot = -557.2930 Eh
HOMO (alpha / beta) = -0.407 / -0.465 Eh